Computed, not measured: one molecule with the formula C17H20FN5O3S, with the ωB97M-V functional and the def2-TZVPD basis.

Geometry as XYZ:
```
47
C17H20FN5O3S (the ωB97M-V functional and the def2-TZVPD basis)
C 3.419 -0.029 -0.276
N -3.889 -1.142 0.554
N -0.927 -0.665 1.278
N 0.662 0.841 1.014
H -4.066 1.386 2.054
O -4.673 -3.102 -0.265
C -0.069 3.145 -2.353
H -0.898 2.802 -2.967
H 5.418 0.113 -1.046
C -3.889 -2.429 -2.903
C 2.501 -0.826 0.403
C 4.149 -2.583 0.566
H -0.928 3.792 -0.432
C -3.206 0.736 1.891
C 1.278 2.139 1.015
O -2.942 0.642 -0.491
H -0.852 2.044 -0.691
H 0.904 1.218 -2.603
O 1.929 2.474 -1.322
H 1.419 3.978 -0.040
C 4.699 -0.495 -0.521
C -3.303 0.077 0.522
C -4.132 -2.052 -0.516
H -4.124 -1.549 1.450
H 0.159 4.183 -2.598
C -0.632 0.604 1.373
H -3.282 -0.720 -1.779
H 2.349 2.018 1.192
H 2.149 -2.725 1.314
H -2.912 -2.680 -3.319
H 4.452 -3.570 0.877
C 1.176 2.279 -2.510
N 0.180 -1.296 0.876
H 1.808 2.560 -3.355
C 1.086 2.956 -0.283
H -3.123 0.003 2.692
H 0.839 2.710 1.839
N -3.744 -1.620 -1.719
F 6.300 -2.210 -0.324
H -4.407 -3.345 -2.624
C 2.877 -2.111 0.809
C -0.335 2.988 -0.858
H -4.472 -1.896 -3.656
C 5.049 -1.760 -0.091
H 3.138 0.942 -0.651
S -1.746 1.813 1.934
C 1.141 -0.420 0.720
```

Summary:
E_LUMO: 0.402 eV
SMILES: CNC(=O)NC(=O)CSc1nnc(-c2ccc(F)cc2)n1C[C@@H]1CCCO1
gap between HOMO and LUMO: 8.7 eV
total energy: -45100.3667 eV
HOMO: -8.3 eV


Computed, not measured: one molecule with the formula C17H20FN5OS, with the ωB97M-V functional and the def2-TZVPD basis.

Geometry as XYZ:
```
45
C17H20FN5OS (the ωB97M-V functional and the def2-TZVPD basis)
H -5.658 -0.959 0.960
H 1.090 3.194 1.040
H 5.149 -1.396 0.498
C 3.376 -0.255 0.048
H -3.676 -2.130 -0.925
H 1.038 2.703 -1.425
H -3.431 -1.542 1.498
F 6.851 0.584 0.419
C 2.261 -1.154 0.033
N 2.133 -2.452 0.232
C 1.113 -0.352 -0.267
H 3.273 3.121 -0.531
C 4.733 -0.428 0.276
H -4.413 2.832 0.999
H -2.104 -0.440 1.091
H -3.600 1.024 -1.332
N -0.100 -0.869 -0.354
H -7.277 0.843 0.215
C 3.666 2.141 -0.309
C 0.569 2.026 -0.705
C -3.048 -0.861 0.734
C 2.846 1.026 -0.243
H -4.260 3.317 -0.718
H -6.208 1.363 1.554
C -2.770 -1.659 -0.547
C -5.348 -0.157 0.289
C -4.504 2.494 -0.044
C -0.105 -2.191 -0.137
C 5.019 1.965 -0.082
H -0.325 1.591 -1.158
C 0.201 2.776 0.573
H -0.274 2.101 1.281
H 5.698 2.802 -0.122
N -3.985 0.228 0.604
C -3.562 1.308 -0.266
H -0.488 3.584 0.343
N 0.942 -2.964 0.143
H -2.319 -1.035 -1.317
S -1.619 -3.036 -0.229
H -5.455 -0.499 -0.755
O -5.839 2.142 -0.317
C 5.524 0.701 0.204
N 1.475 0.937 -0.438
H -2.542 1.592 -0.007
C -6.246 1.066 0.495
```

Summary:
E_LUMO: -0.263 eV
SMILES: CCn1c2ccc(F)cc2c2nnc(SCCN3CCOCC3)nc21
gap between HOMO and LUMO: 8.0 eV
ΔE to the lowest compared entry with this formula, charge and spin: 29.60 kcal/mol
total energy: -41003.7224 eV
HOMO: -8.3 eV